[1]
Here is a structure of composition C12H30BrO6Sr from OMol25. Energies are from the ωB97M-V functional and the def2-TZVPD basis.

Output
- Electronic energy: -3531.2496 hartree
- HOMO level: -11.0 eV
- Total charge: +1
- Lowest unoccupied orbital energy: -2.536 eV

Element x y z (Å)
1 Sr -11.490 22.417 19.235
2 Br -11.902 24.702 21.069
3 C -9.141 22.491 16.356
4 O -9.273 22.804 17.732
5 C -8.011 22.951 18.367
6 C -8.207 23.233 19.829
7 O -9.169 22.313 20.322
8 C -9.172 22.199 21.736
9 H -10.141 22.391 15.939
10 H -8.586 21.558 16.219
11 H -8.612 23.288 15.824
12 H -7.468 23.794 17.925
13 H -7.432 22.032 18.235
14 H -8.535 24.261 20.016
15 H -7.245 23.081 20.332
16 H -8.222 21.778 22.089
17 H -9.970 21.509 22.002
18 H -9.339 23.170 22.207
19 C -9.733 19.171 19.202
20 O -10.796 19.934 19.759
21 C -11.522 19.251 20.774
22 C -12.874 19.908 20.860
23 O -12.714 21.267 21.212
24 C -12.903 21.505 22.606
25 H -8.906 19.099 19.909
26 H -9.416 19.682 18.293
27 H -10.089 18.181 18.907
28 H -10.967 19.314 21.721
29 H -11.591 18.182 20.545
30 H -13.541 19.393 21.553
31 H -13.328 19.828 19.864
32 H -12.340 20.782 23.203
33 H -13.965 21.438 22.861
34 H -12.556 22.516 22.805
35 C -15.049 22.752 19.587
36 O -13.920 23.008 18.752
37 C -14.159 24.147 17.927
38 C -13.040 24.266 16.927
39 O -11.794 24.304 17.597
40 C -11.094 25.539 17.496
41 H -14.905 21.780 20.050
42 H -15.964 22.738 18.994
43 H -15.104 23.505 20.377
44 H -14.214 25.038 18.562
45 H -15.107 24.017 17.396
46 H -13.188 25.096 16.236
47 H -13.058 23.371 16.284
48 H -10.205 25.460 18.115
49 H -11.711 26.356 17.869
50 H -10.795 25.721 16.460

Mulliken population analysis, charges in e, atoms 1 to 5:
1. Sr 0.937
2. Br -0.638
3. C -1.038
4. O 0.287
5. C -0.933



[2]
Here is the ion C8H13N4O2 with charge +1 from OMol25. Energies are from the ωB97M-V functional and the def2-TZVPD basis.

Output
- Electronic energy: -681.7179 hartree
- HOMO level: -12.3 eV
- Total charge: +1
- Lowest unoccupied orbital energy: -4.964 eV

Element x y z (Å)
1 C 0.659 -2.334 -0.011
2 C -0.634 -2.233 -0.626
3 C 1.537 -1.218 0.170
4 C 1.049 0.034 -0.164
5 C -2.564 0.729 0.721
6 C -1.570 1.026 1.775
7 C -1.264 1.196 0.261
8 C -0.354 0.251 -0.780
9 N -1.027 -0.984 -0.906
10 N -0.285 0.954 -2.025
11 N 1.674 1.210 -0.029
12 N 2.781 -1.462 0.489
13 O 2.875 1.245 0.741
14 O 1.316 2.305 -0.415
15 H 1.005 -3.342 0.370
16 H -1.406 -2.887 -0.910
17 H -2.918 -0.308 0.640
18 H -3.351 1.519 0.678
19 H -1.836 2.078 2.190
20 H -1.079 0.214 2.354
21 H -1.163 2.255 0.025
22 H -1.926 -0.851 -1.301
23 H -1.208 1.010 -2.486
24 H 0.294 0.456 -2.792
25 H 3.162 -2.354 0.230
26 H 3.343 -0.652 0.756
27 H 2.892 2.142 1.044

Mulliken population analysis, charges in e, atoms 1 to 5:
1. C -1.019
2. C -0.387
3. C 1.068
4. C -0.382
5. C -0.523



[3]
Here is a cluster of 2 separate species, C3H12N3 in total from OMol25. Energies are from the ωB97M-V functional and the def2-TZVPD basis.

Output
- Electronic energy: -285.5083 hartree
- HOMO level: -13.3 eV
- Total charge: +1
- Lowest unoccupied orbital energy: -3.034 eV

Element x y z (Å)
1 N -1.515 -0.342 -2.751
2 C -0.903 -0.040 -1.485
3 N -0.589 -1.192 -0.588
4 H -1.013 -1.035 -3.292
5 H -2.472 -0.659 -2.652
6 H 0.034 0.477 -1.682
7 H -1.571 0.628 -0.942
8 H -1.432 -1.751 -0.478
9 H 0.068 -1.808 -1.061
10 C 0.841 1.131 1.534
11 C 2.076 1.520 1.747
12 N 0.403 -0.261 1.708
13 H 0.046 1.740 1.121
14 H 2.335 2.539 1.507
15 H 2.845 0.886 2.169
16 H 1.190 -0.850 1.975
17 H -0.298 -0.332 2.449
18 H -0.043 -0.650 0.721

Mulliken population analysis, charges in e, atoms 1 to 5:
1. N -0.536
2. C -0.573
3. N -0.710
4. H 0.248
5. H 0.254



[4]
Here is a structure of composition C6H10O from OMol25. Energies are from the ωB97M-V functional and the def2-TZVPD basis.

Output
- Electronic energy: -309.6471 hartree
- HOMO level: -7.7 eV
- Total charge: 0
- Lowest unoccupied orbital energy: 0.760 eV

Element x y z (Å)
1 C -0.584 0.751 1.871
2 C -0.156 0.032 0.623
3 C 1.320 -0.252 0.314
4 C 1.063 0.134 -1.165
5 C -0.422 0.478 -0.839
6 C -1.424 -0.662 -0.820
7 O -1.000 -1.135 0.383
8 H -0.350 0.148 2.755
9 H -0.068 1.712 1.960
10 H -1.664 0.929 1.849
11 H 1.996 0.437 0.831
12 H 1.637 -1.279 0.515
13 H 1.179 -0.669 -1.896
14 H 1.637 1.006 -1.493
15 H -0.789 1.464 -1.132
16 H -0.741 -1.760 -2.126
17 H -1.592 -1.452 -1.745

Mulliken population analysis, charges in e, atoms 1 to 5:
1. C -1.464
2. C 1.296
3. C -0.864
4. C -0.613
5. C -0.249



[5]
Here is a cluster of 10 separate species, C45H65N5O5 in total from OMol25. Energies are from the ωB97M-V functional and the def2-TZVPD basis.

Output
- Electronic energy: -2403.5194 hartree
- HOMO level: -9.3 eV
- Total charge: 0
- Lowest unoccupied orbital energy: 0.482 eV

Element x y z (Å)
1 C -4.479 -4.187 0.963
2 C -4.073 -5.567 0.446
3 C -2.541 -5.611 0.583
4 O -2.186 -4.522 1.435
5 C -3.361 -3.865 1.931
6 H -5.445 -4.226 1.459
7 H -4.426 -3.400 0.209
8 H -4.424 -5.730 -0.574
9 H -4.640 -6.295 1.033
10 H -2.123 -5.388 -0.402
11 H -2.195 -6.546 1.026
12 H -3.063 -2.815 1.936
13 H -3.630 -4.173 2.949
14 C 3.155 -2.399 3.824
15 C 4.478 -2.816 4.467
16 C 4.577 -4.319 4.275
17 O 3.742 -4.597 3.150
18 C 2.621 -3.743 3.262
19 H 3.313 -1.693 3.013
20 H 2.479 -2.021 4.591
21 H 4.516 -2.653 5.548
22 H 5.264 -2.233 3.989
23 H 4.308 -4.903 5.162
24 H 5.574 -4.666 3.996
25 H 1.890 -4.177 3.952
26 H 2.145 -3.516 2.309
27 C -3.323 -2.953 -4.628
28 C -2.778 -2.017 -3.555
29 C -3.677 -2.310 -2.360
30 O -3.852 -3.695 -2.440
31 C -3.896 -4.120 -3.799
32 H -2.495 -3.243 -5.276
33 H -4.104 -2.512 -5.244
34 H -2.818 -1.005 -3.965
35 H -1.734 -2.205 -3.312
36 H -4.635 -1.766 -2.319
37 H -3.213 -1.981 -1.424
38 H -4.932 -4.343 -4.076
39 H -3.345 -5.056 -3.909
40 C -2.030 3.723 -1.152
41 C -2.065 5.255 -1.157
42 C -1.227 5.664 -2.397
43 O -0.928 4.429 -3.084
44 C -1.873 3.463 -2.636
45 H -2.884 3.273 -0.655
46 H -1.100 3.386 -0.683
47 H -1.725 5.636 -0.193
48 H -3.084 5.623 -1.293
49 H -0.243 6.054 -2.127
50 H -1.689 6.399 -3.055
51 H -1.526 2.482 -2.950
52 H -2.822 3.717 -3.132
53 C 4.157 4.904 -2.289
54 C 2.660 5.160 -2.419
55 C 2.040 3.759 -2.308
56 O 3.151 2.827 -2.311
57 C 4.303 3.464 -2.787
58 H 4.426 5.017 -1.237
59 H 4.792 5.613 -2.824
60 H 2.397 5.655 -3.354
61 H 2.307 5.801 -1.609
62 H 1.508 3.480 -3.216
63 H 1.468 3.600 -1.395
64 H 4.366 3.403 -3.881
65 H 5.214 3.097 -2.307
66 N -1.039 -1.977 5.083
67 C -1.821 -1.234 4.296
68 C -3.069 -0.774 4.692
69 C -3.485 -1.016 5.994
70 C -2.692 -1.817 6.804
71 C -1.478 -2.273 6.311
72 H -1.398 -1.033 3.322
73 H -3.749 -0.118 4.162
74 H -4.473 -0.728 6.328
75 H -3.082 -2.172 7.749
76 H -0.884 -2.914 6.949
77 N 5.255 -2.589 -0.280
78 C 3.932 -2.531 -0.135
79 C 3.170 -1.515 -0.643
80 C 3.782 -0.376 -1.172
81 C 5.159 -0.385 -1.289
82 C 5.831 -1.518 -0.830
83 H 3.402 -3.323 0.389
84 H 2.093 -1.590 -0.713
85 H 3.201 0.454 -1.556
86 H 5.648 0.496 -1.683
87 H 6.906 -1.573 -0.959
88 N -0.332 -0.717 -1.449
89 C -0.028 0.527 -1.127
90 C 0.165 0.862 0.214
91 C 0.046 -0.077 1.219
92 C -0.277 -1.389 0.856
93 C -0.544 -1.628 -0.479
94 H 0.155 1.314 -1.852
95 H 0.480 1.838 0.569
96 H 0.343 0.112 2.243
97 H -0.295 -2.176 1.600
98 H -0.820 -2.618 -0.821
99 N 0.762 5.471 3.720
100 C 0.517 5.012 4.942
101 C 0.017 3.745 5.218
102 C -0.359 3.025 4.111
103 C -0.263 3.519 2.816
104 C 0.327 4.782 2.672
105 H 0.822 5.638 5.775
106 H -0.154 3.306 6.190
107 H -0.784 2.026 4.180
108 H -0.718 2.927 2.036
109 H 0.414 5.231 1.689
110 N -1.012 0.845 -5.038
111 C -1.101 1.977 -5.746
112 C 0.032 2.717 -6.062
113 C 1.259 2.246 -5.607
114 C 1.375 1.089 -4.869
115 C 0.183 0.392 -4.647
116 H -2.117 2.255 -5.994
117 H -0.098 3.703 -6.485
118 H 2.144 2.816 -5.868
119 H 2.286 0.690 -4.448
120 H 0.104 -0.568 -4.153

Mulliken population analysis, charges in e, atoms 1 to 5:
1. C -0.139
2. C -0.514
3. C -0.412
4. O -0.381
5. C -0.103



[6]
Here is the molecule C17H16N2O4 from OMol25. Energies are from the ωB97M-V functional and the def2-TZVPD basis.

Output
- Electronic energy: -1067.7831 hartree
- HOMO level: -8.4 eV
- Total charge: 0
- Lowest unoccupied orbital energy: -0.612 eV

Element x y z (Å)
1 C -4.405 -2.599 1.857
2 C -3.058 -2.254 1.233
3 O -3.155 -1.772 -0.101
4 C -3.704 -0.503 -0.223
5 C -5.062 -0.324 -0.420
6 C -5.583 0.953 -0.552
7 C -4.744 2.051 -0.483
8 C -3.381 1.887 -0.307
9 C -2.847 0.610 -0.185
10 N -1.486 0.345 -0.040
11 C -0.453 1.219 0.115
12 O -0.574 2.424 0.207
13 C 0.864 0.540 0.186
14 C 1.983 1.267 0.170
15 C 3.341 0.758 0.293
16 C 4.253 1.461 1.083
17 C 5.522 0.970 1.324
18 C 5.919 -0.245 0.785
19 C 5.045 -0.951 -0.019
20 C 3.777 -0.445 -0.275
21 N 2.960 -1.180 -1.209
22 O 2.361 -0.552 -2.054
23 O 2.960 -2.388 -1.108
24 H 5.332 -1.888 -0.472
25 H 6.907 -0.633 0.979
26 H 6.205 1.535 1.940
27 H 3.941 2.395 1.525
28 H 1.873 2.344 0.136
29 H 0.869 -0.538 0.264
30 H -1.271 -0.641 -0.143
31 H -2.723 2.738 -0.267
32 H -5.149 3.047 -0.577
33 H -6.643 1.085 -0.705
34 H -5.702 -1.191 -0.477
35 H -2.440 -3.153 1.152
36 H -2.538 -1.519 1.865
37 H -4.938 -3.307 1.228
38 H -5.012 -1.704 1.975
39 H -4.246 -3.046 2.835

Mulliken population analysis, charges in e, atoms 1 to 5:
1. C -1.286
2. C -0.176
3. O -0.593
4. C 0.350
5. C -0.256



[7]
Here is a structure of composition C5H6O2Yb from OMol25. Energies are from the ωB97M-V functional and the def2-TZVPD basis.

Output
- Electronic energy: -1502.9543 hartree
- HOMO level: -5.1 eV
- Total charge: 0
- Lowest unoccupied orbital energy: 0.164 eV

Element x y z (Å)
1 C 1.029 0.954 -1.200
2 C 0.259 0.258 -0.542
3 C -0.941 -0.512 -0.191
4 C -2.019 0.352 0.410
5 O -3.202 0.213 0.183
6 Yb -4.956 -0.867 -1.642
7 H 1.535 1.532 -1.955
8 H -0.676 -1.255 0.583
9 H -1.339 -1.064 -1.054
10 H -1.683 1.131 1.122
11 C 2.633 0.356 0.908
12 O 3.455 -0.655 1.096
13 H 2.549 0.865 1.894
14 H 3.356 -1.308 0.388

Mulliken population analysis, charges in e, atoms 1 to 5:
1. C -0.093
2. C -0.330
3. C -0.271
4. C 0.066
5. O -0.332



[8]
Here is the molecule C3H7N from OMol25. Energies are from the ωB97M-V functional and the def2-TZVPD basis.

Output
- Electronic energy: -173.2165 hartree
- HOMO level: -8.4 eV
- Total charge: 0
- Lowest unoccupied orbital energy: 1.195 eV

Element x y z (Å)
1 C 1.500 -0.671 0.965
2 C 0.386 -0.615 -0.097
3 C -0.305 0.518 -0.166
4 N -1.521 0.725 -0.886
5 H 1.822 -1.728 0.968
6 H 2.338 0.000 0.860
7 H 1.017 -0.673 1.946
8 H -0.029 -1.512 -0.544
9 H 0.042 1.340 0.448
10 H -1.653 1.730 -0.817
11 H -2.376 0.289 -0.559

Mulliken population analysis, charges in e, atoms 1 to 5:
1. C -1.037
2. C -0.192
3. C -0.177
4. N -0.561
5. H 0.308



[9]
Here is a structure of composition C2H2O2S2 from OMol25. Energies are from the ωB97M-V functional and the def2-TZVPD basis.

Output
- Electronic energy: -1024.1223 hartree
- HOMO level: -9.7 eV
- Total charge: 0
- Lowest unoccupied orbital energy: -1.105 eV

Element x y z (Å)
1 C -0.022 0.345 0.410
2 C 1.395 0.200 0.705
3 O -1.768 -1.807 -0.464
4 O -2.039 0.453 -1.492
5 S 0.831 1.013 -0.814
6 S -2.199 -0.432 -0.355
7 H 1.974 0.911 1.393
8 H 1.830 -0.682 0.618

Mulliken population analysis, charges in e, atoms 1 to 5:
1. C 0.082
2. C -0.507
3. O -0.425
4. O -0.439
5. S 0.068



[10]
Here is the ion C4H11N2 with charge +1 from OMol25. Energies are from the ωB97M-V functional and the def2-TZVPD basis.

Output
- Electronic energy: -268.2248 hartree
- HOMO level: -14.7 eV
- Total charge: +1
- Lowest unoccupied orbital energy: -4.316 eV

Element x y z (Å)
1 C 0.281 0.650 1.378
2 C -0.413 1.472 0.293
3 C 0.115 0.807 -1.038
4 C 0.482 -1.475 -1.704
5 N 0.045 -0.662 -0.856
6 N -0.527 -0.683 1.539
7 H 0.254 1.017 2.479
8 H 1.333 0.427 1.217
9 H -1.518 1.252 0.361
10 H -0.241 2.506 0.347
11 H -0.357 1.059 -1.946
12 H 1.218 0.904 -1.051
13 H 0.831 -1.242 -2.707
14 H 0.601 -2.508 -1.396
15 H 0.165 -1.200 2.072
16 H -1.278 -0.487 2.208
17 H -0.420 -1.042 0.059

Mulliken population analysis, charges in e, atoms 1 to 5:
1. C -0.748
2. C -0.489
3. C -0.719
4. C -0.211
5. N 0.015



[11]
Here is the ion C4H7N2 with charge +1 from OMol25. Energies are from the ωB97M-V functional and the def2-TZVPD basis.

Output
- Electronic energy: -265.7523 hartree
- HOMO level: -13.7 eV
- Total charge: +1
- Lowest unoccupied orbital energy: -4.553 eV

Element x y z (Å)
1 C 1.249 -1.876 0.351
2 C 0.833 -0.869 -0.377
3 C -1.121 1.100 0.216
4 C 0.158 1.378 -0.020
5 N -2.327 0.872 -0.023
6 N 1.184 0.525 -0.204
7 H 1.732 -1.889 1.243
8 H 0.473 2.373 0.091
9 H -2.435 0.914 -1.098
10 H -3.087 0.752 0.662
11 H 1.958 0.504 0.434
12 H 0.890 -2.890 0.097
13 H 0.493 -0.895 -1.371

Mulliken population analysis, charges in e, atoms 1 to 5:
1. C -0.840
2. C -0.064
3. C 0.211
4. C -0.177
5. N -0.263



[12]
Here is the ion C5H15N2 with charge +1 from OMol25. Energies are from the ωB97M-V functional and the def2-TZVPD basis.

Output
- Electronic energy: -308.7771 hartree
- HOMO level: -14.1 eV
- Total charge: +1
- Lowest unoccupied orbital energy: -2.844 eV

Element x y z (Å)
1 N 1.143 1.198 -0.796
2 C 1.426 -0.256 -0.655
3 C 2.679 -0.472 0.182
4 C 0.246 -0.897 0.019
5 N -1.035 -0.363 -0.530
6 C -2.147 -0.376 0.476
7 C -2.275 0.969 1.206
8 H 1.503 1.532 -1.677
9 H -0.750 0.619 -0.764
10 H 1.533 1.718 -0.021
11 H 1.510 -0.585 -1.700
12 H 2.766 -1.537 0.459
13 H 2.530 -0.015 1.162
14 H 3.609 -0.277 -0.340
15 H 0.211 -1.981 -0.006
16 H 0.273 -0.494 1.034
17 H -1.362 -0.680 -1.432
18 H -3.099 -0.543 -0.029
19 H -2.050 -1.262 1.099
20 H -2.402 1.728 0.439
21 H -1.393 1.223 1.797
22 H -3.090 0.844 1.914

Mulliken population analysis, charges in e, atoms 1 to 5:
1. N -0.606
2. C 0.331
3. C -1.400
4. C -0.940
5. N -0.082



[13]
Here is a structure of composition C3H2O3Pm from OMol25. Energies are from the ωB97M-V functional and the def2-TZVPD basis.

Output
- Electronic energy: -948.7474 hartree
- Spin multiplicity: 6
- HOMO level (alpha / beta): -16.6 / -16.6 eV
- Total charge: +2
- Lowest unoccupied orbital energy (alpha / beta): -9.988 / -9.819 eV

Element x y z (Å)
1 C 0.214 -1.498 -1.298
2 C 0.689 -0.339 -1.198
3 O 0.420 0.745 -0.604
4 C -0.904 0.786 0.674
5 O -1.557 -0.264 0.714
6 O -0.391 1.492 1.498
7 H 0.592 -2.508 -1.374
8 Pm 1.961 2.767 1.724
9 H -1.024 -1.182 -0.136

Mulliken population analysis, charges in e, atoms 1 to 5:
1. C -0.648
2. C 0.476
3. O -0.554
4. C 0.815
5. O -0.349



[14]
Here is a structure of composition C3H9NO2 from OMol25. Energies are from the ωB97M-V functional and the def2-TZVPD basis.

Output
- Electronic energy: -324.7492 hartree
- HOMO level: -8.8 eV
- Total charge: 0
- Lowest unoccupied orbital energy: 0.838 eV

Element x y z (Å)
1 C 0.552 0.774 -0.682
2 C -0.814 -0.743 -0.131
3 C -1.843 -0.177 0.816
4 N 0.873 -0.051 0.373
5 O 1.829 -0.973 -0.042
6 O 1.963 1.805 -0.410
7 H 2.169 -1.322 0.797
8 H 2.751 1.298 -0.657
9 H 0.730 0.452 -1.704
10 H -0.149 1.570 -0.470
11 H -1.150 -0.750 -1.170
12 H -0.555 -1.776 0.098
13 H -2.104 0.854 0.563
14 H -1.488 -0.194 1.849
15 H -2.765 -0.766 0.769

Mulliken population analysis, charges in e, atoms 1 to 5:
1. C -0.329
2. C -0.319
3. C -0.999
4. N -0.116
5. O -0.411



Looking at ΔE to the lowest compared entry with this formula, charge and spin for the records above, in order, we have 0.000 4.753 1.555 5.314 0.479 4.242 1.738 0.695 3.817 2.180 4.251 0.423 2.186 6.081 eV.